{"formula": "C7H11N3O3", "method": "ωB97M-V/def2-TZVPD", "elements": ["C", "C", "C", "C", "C", "C", "C", "H", "H", "H", "H", "H", "H", "H", "H", "H", "H", "H", "N", "N", "N", "O", "O", "O"], "positions_angstrom": [[-2.4939, -1.8635, 0.2191], [-2.3810, -0.3097, 0.3366], [-3.3604, 1.8128, -0.2444], [2.0540, 1.1982, -0.2635], [2.1059, 0.9681, 1.1559], [2.0531, -0.2460, 1.5441], [1.5420, -1.1550, -0.6627], [-3.4095, -2.3405, -0.2883], [-2.3141, -2.4000, 1.2070], [-1.5820, -2.2069, -0.3032], [-4.2340, 0.0261, -0.6873], [-2.4133, 1.9180, 0.4154], [-3.1724, 2.2876, -1.3593], [-4.3882, 2.2604, 0.1577], [1.6396, 0.2388, -2.1067], [2.4614, 1.9066, 1.7282], [2.1064, -0.5454, 2.6093], [1.8787, -2.3631, 0.8628], [-3.4830, 0.4266, -0.0682], [1.7637, 0.1647, -1.1347], [1.7663, -1.2818, 0.6871], [-1.3083, 0.2016, 0.5803], [2.1954, 2.3564, -0.6634], [1.1105, -2.1052, -1.3089]], "lumo_ev": 0.64, "e_homo_ev": -9.31, "smiles": "O=c1cc[nH]c(=O)[nH]1.CNC(C)=O", "energy_ha": -663.3162, "e_above_lowest_ev": 1.167, "charge": 0}

{"formula": "C7H11N3O3S", "method": "ωB97M-V/def2-TZVPD", "elements": ["C", "C", "C", "C", "C", "C", "C", "N", "N", "N", "O", "O", "O", "S", "H", "H", "H", "H", "H", "H", "H", "H", "H", "H", "H"], "positions_angstrom": [[-1.1377, -0.0594, 0.3702], [2.9935, 1.0720, -0.8554], [-1.5368, 1.2717, 0.2776], [2.4384, -0.0397, -0.4296], [-2.9727, 1.6248, 0.1363], [2.5375, -1.4639, -0.9364], [-1.9638, -2.2795, 0.2186], [-0.0004, -0.5477, 0.6023], [-0.1069, 3.2148, 0.0335], [-0.7257, 2.3027, 0.1509], [1.2897, 1.4522, 1.4105], [1.8881, -0.7543, 2.1952], [-2.1728, -0.8629, 0.0945], [1.4558, 0.0622, 1.0777], [2.5954, 1.9347, -0.1260], [3.5148, 1.0866, -1.7850], [-3.1598, 2.2746, -0.6735], [-3.4756, 2.1356, 0.9250], [-3.6380, 0.7241, -0.1623], [1.5790, -1.8198, -1.2360], [2.9942, -2.1276, -0.2084], [3.2630, -1.6353, -1.8367], [-0.8869, -2.2660, 0.3497], [-2.3139, -2.7549, -0.6479], [-2.4586, -2.5451, 1.0551]], "lumo_ev": 0.52, "e_homo_ev": -8.82, "energy_ha": -1061.3484, "e_above_lowest_ev": 1.241, "charge": 0}

{"formula": "C7H11N4", "method": "ωB97M-V/def2-TZVPD", "elements": ["C", "C", "C", "C", "C", "C", "C", "N", "N", "N", "N", "H", "H", "H", "H", "H", "H", "H", "H", "H", "H", "H"], "positions_angstrom": [[-1.3735, -2.1014, -1.6112], [-0.0505, -2.3043, -1.2637], [-1.9067, -0.8682, -1.4969], [0.8264, -1.2941, -1.0869], [-1.0712, 0.2424, -1.1582], [0.2902, 0.0077, -0.9686], [0.2350, 0.9888, 1.9676], [1.1743, 1.7274, 1.4181], [-0.6708, 1.5134, 2.7023], [1.3150, 0.9704, -0.8051], [1.9273, 1.0842, 0.4521], [-2.0508, -2.9034, -1.7901], [0.3024, -3.2602, -1.0127], [-2.9187, -0.6312, -1.5696], [1.8672, -1.5645, -1.0100], [-1.5131, 1.1503, -0.8192], [0.2710, -0.0085, 1.7296], [-1.5038, 1.0309, 3.0495], [-0.6248, 2.4447, 3.0449], [0.5598, 2.1489, -0.8266], [2.7538, 1.5887, 0.3118], [2.1615, 0.0380, 0.7428]], "lumo_ev": -3.22, "e_homo_ev": -12.81, "energy_ha": -491.9657, "e_above_lowest_ev": 5.074, "charge": 1}

{"formula": "C7H11N4", "method": "ωB97M-V/def2-TZVPD", "elements": ["C", "C", "C", "C", "C", "C", "C", "N", "N", "N", "N", "H", "H", "H", "H", "H", "H", "H", "H", "H", "H", "H"], "positions_angstrom": [[-3.1426, -0.0214, -1.2051], [0.3942, -1.6217, 2.6632], [1.6163, -0.8304, -0.7940], [0.1093, 0.5546, -2.1224], [-0.3605, 1.3572, 0.2456], [0.9985, -0.5953, 0.5277], [-0.8404, 0.7894, -0.9359], [0.7730, -1.2258, 1.5248], [-2.0243, 0.2529, -0.9795], [1.4569, 0.2570, -1.7341], [-1.0762, 1.4973, 1.3638], [-3.9633, -0.6855, -1.1892], [1.0678, -1.5898, 3.5002], [-0.5669, -2.0946, 2.7664], [2.6885, -1.0023, -0.6535], [1.1833, -1.7369, -1.2360], [-0.2790, -0.2821, -2.7119], [0.1181, 1.4405, -2.7646], [0.5780, 1.8885, 0.2081], [1.9698, 1.0826, -1.4492], [-0.6784, 1.9402, 2.1735], [-1.9525, 1.0140, 1.4797]], "lumo_ev": [-4.11, -4.12], "e_homo_ev": [-11.00, -11.00], "energy_ha": -491.9446, "e_above_lowest_ev": 5.648, "charge": 1}

{"formula": "C7H11N5", "method": "ωB97M-V/def2-TZVPD", "elements": ["C", "C", "C", "C", "C", "C", "C", "N", "N", "N", "N", "N", "H", "H", "H", "H", "H", "H", "H", "H", "H", "H", "H"], "positions_angstrom": [[0.8562, -1.7749, -0.7712], [1.6858, -1.4164, 0.1881], [-1.8085, 1.5134, -0.1236], [-1.4830, -0.2973, 1.3945], [-0.2786, -0.7154, -0.9498], [-1.7803, -0.6449, -0.8329], [0.1795, 0.2440, 0.1420], [-2.2031, 0.7273, -0.9575], [-0.7759, 0.8695, 0.9051], [-2.0575, -1.0963, 0.5470], [1.4428, 2.3175, -0.2128], [1.3668, -0.1326, 0.6900], [0.8053, -2.6701, -1.3488], [2.5208, -1.9406, 0.5886], [-1.9671, 2.5801, 0.1541], [-1.3595, -0.2782, 2.5521], [-0.0062, -0.1329, -1.9670], [-2.4322, -1.3059, -1.4650], [-2.4721, -1.9776, 0.8874], [1.6798, 3.0302, 0.3936], [2.1830, 1.9005, -0.7830], [1.6726, 0.0417, 1.5949], [0.1686, 2.6105, -0.6238]], "lumo_ev": [-10.07, -10.07], "e_homo_ev": [-16.88, -16.88], "energy_ha": -546.2436, "e_above_lowest_ev": 6.765, "charge": 2}

{"formula": "C7H11NO", "method": "ωB97M-V/def2-TZVPD", "elements": ["C", "C", "C", "C", "C", "C", "C", "H", "H", "H", "H", "H", "H", "H", "H", "H", "H", "H", "N", "O"], "positions_angstrom": [[2.2430, -0.2322, -0.4405], [1.1692, 0.8708, -0.2958], [-0.0550, 1.5808, 0.2971], [-1.1739, 0.6486, -0.3094], [-2.1251, -0.2275, 0.5520], [-1.4958, -1.4956, -0.0648], [0.7747, -0.5904, -0.1814], [3.8785, -0.3102, 0.4976], [2.7350, -0.2080, -1.4324], [1.1123, 1.0992, -1.3645], [-0.1322, 2.6790, 0.0018], [-0.0923, 1.6716, 1.4108], [-1.6960, 1.0660, -1.1945], [-1.9779, -0.0357, 1.6265], [-3.2390, -0.1492, 0.3614], [-2.0957, -2.0785, -0.8007], [-1.0298, -2.1552, 0.6787], [0.6704, -0.7543, 0.9186], [-0.5170, -0.6076, -0.8315], [3.0466, -0.7716, 0.5709]], "lumo_ev": 0.85, "e_homo_ev": -8.43, "smiles": "O[C@@H]1[C@@H]2C[C@@H]3CCN3[C@@H]12", "energy_ha": -403.1421, "e_above_lowest_ev": 5.220, "charge": 0}

{"formula": "C7H11NO", "method": "ωB97M-V/def2-TZVPD", "elements": ["C", "C", "C", "C", "C", "C", "C", "H", "H", "H", "H", "H", "H", "H", "H", "H", "H", "H", "N", "O"], "positions_angstrom": [[-0.9617, 0.1402, 2.3423], [0.3057, -0.4290, 1.9909], [1.1456, 0.1678, 0.8509], [0.4213, 0.3976, -0.4012], [0.5433, -0.5592, -1.3960], [-1.1229, 0.7450, -2.6461], [1.4224, -1.6105, -1.4303], [-1.4195, -0.5244, 3.1308], [-1.6314, 0.2445, 1.5392], [-0.9220, 1.2182, 2.6544], [0.0105, -1.5068, 1.6545], [1.0043, -0.5337, 2.8451], [1.5376, 1.1537, 1.3383], [2.0747, -0.3709, 0.6270], [-0.0882, 1.3200, -0.5675], [-1.6774, 1.1209, -1.5720], [-2.1257, 0.2645, -3.4284], [-0.5056, 1.6580, -3.1704], [2.2649, -2.4034, -1.8592], [-0.2759, -0.4925, -2.5022]], "lumo_ev": 0.22, "e_homo_ev": -9.00, "energy_ha": -403.1601, "e_above_lowest_ev": 4.730, "charge": 0}

{"formula": "C7H11NO", "method": "ωB97M-V/def2-TZVPD", "elements": ["C", "C", "C", "C", "C", "C", "C", "N", "O", "H", "H", "H", "H", "H", "H", "H", "H", "H", "H", "H"], "positions_angstrom": [[0.1270, 0.3370, 0.7422], [0.2145, -1.3747, -0.9296], [0.5524, 1.1480, 1.6839], [-1.2361, -0.9661, -0.8287], [-1.2210, 0.2133, 0.1606], [-1.5230, 1.5225, -0.5843], [2.3256, -0.9665, 0.1075], [0.9418, -0.6223, 0.0033], [0.5771, -2.2743, -1.6153], [1.5040, 1.3593, 1.9227], [-0.2421, 1.7316, 2.2634], [-1.6119, -0.5715, -1.7813], [-1.8011, -1.7912, -0.5044], [-1.7887, 0.1347, 1.0386], [-0.8427, 1.7291, -1.3590], [-1.4776, 2.2834, 0.1246], [-2.5070, 1.5273, -0.8653], [2.4801, -1.8143, 0.8401], [2.6384, -1.4072, -0.8904], [2.8902, -0.1980, 0.4714]], "lumo_ev": 0.92, "e_homo_ev": -8.66, "smiles": "C=C1[C@@H](C)CC(=O)N1C", "energy_ha": -403.2929, "e_above_lowest_ev": 1.117, "charge": 0}

{"formula": "C7H11NO", "method": "ωB97M-V/def2-TZVPD", "elements": ["C", "C", "C", "C", "C", "C", "C", "H", "H", "H", "H", "H", "H", "H", "H", "H", "H", "H", "N", "O"], "positions_angstrom": [[-1.0043, -0.1266, -0.0632], [-0.3452, -0.7947, 1.1668], [0.7510, -1.1857, 0.1550], [1.0784, 1.3493, 0.1546], [-0.3713, 1.2726, -0.0786], [1.6821, 0.1497, 0.0074], [-0.2776, -1.2334, -0.9129], [-2.6922, 0.7525, 0.6933], [-2.4080, 0.6293, -1.0156], [-0.1412, -0.2931, 2.1084], [-1.0623, -1.6301, 1.3453], [1.3248, -2.0586, 0.3365], [1.7811, 2.2656, 0.1111], [-0.5040, 1.6477, -1.1691], [-1.0417, 1.8782, 0.5583], [3.5549, 0.4494, -0.3523], [-0.0024, -0.7604, -1.9528], [-0.9004, -2.0886, -0.9183], [-2.4207, 0.0570, -0.0943], [2.9990, -0.2799, -0.0794]], "lumo_ev": 0.79, "e_homo_ev": -8.63, "smiles": "N[C@]12CC=C(O)[C@H](C1)C2", "energy_ha": -403.2222, "e_above_lowest_ev": 3.041, "charge": 0}

{"formula": "C7H11NO2", "method": "ωB97M-V/def2-TZVPD", "elements": ["C", "C", "C", "C", "C", "C", "C", "H", "H", "H", "H", "H", "H", "H", "H", "H", "H", "H", "N", "O", "O"], "positions_angstrom": [[0.7062, 0.3714, 2.8600], [-0.4081, 0.3611, 1.7885], [0.0415, -0.3685, 0.5293], [0.3569, -1.8800, 0.6825], [1.2040, 0.2149, -0.3045], [0.6534, 0.7018, -1.5924], [-1.1510, -0.2491, -0.4616], [1.0479, -0.6038, 3.1496], [1.5502, 1.0164, 2.4326], [0.4481, 0.9461, 3.7446], [-1.3829, -0.0861, 2.0437], [-0.7067, 1.4149, 1.5676], [-0.4741, -2.3601, 1.2527], [0.4274, -2.3425, -0.3556], [1.3448, -2.0300, 1.1271], [1.7904, 1.1265, 0.0583], [1.9368, -0.5695, -0.5437], [-1.3388, 0.6232, -2.3731], [-0.6741, 0.2685, -1.6286], [1.2201, 1.3597, -2.4587], [-2.2628, -0.6002, -0.2556]], "lumo_ev": 0.65, "e_homo_ev": -9.95, "smiles": "CC[C@]1(C)CC(=O)NC1=O", "energy_ha": -478.5968, "e_above_lowest_ev": 0.000, "charge": 0}

{"formula": "C7H11NO2", "method": "ωB97M-V/def2-TZVPD", "elements": ["C", "C", "C", "C", "C", "C", "C", "N", "O", "O", "H", "H", "H", "H", "H", "H", "H", "H", "H", "H", "H"], "positions_angstrom": [[-2.1247, 1.5862, -0.2496], [-2.3917, -0.8593, -0.2346], [-0.5786, 1.6763, -0.0353], [0.0485, 0.5275, 0.5626], [1.9812, -1.0528, 0.9960], [0.7958, -0.6404, -1.5490], [1.1876, -0.2413, -0.1062], [-2.6189, 0.3259, -0.2302], [-2.4550, -2.0263, -0.0960], [-0.7780, -0.1212, 1.4420], [-2.6145, 2.3649, 0.2449], [0.0777, 2.1594, -0.7519], [-0.4644, 2.5479, 0.6128], [1.8803, -0.5377, 1.8483], [2.9617, -1.2014, 0.6207], [1.4919, -1.9826, 1.1067], [0.3636, 0.2065, -1.9785], [0.0397, -1.3283, -1.5019], [1.5827, -1.0948, -2.0169], [1.8458, 0.4923, -0.4561], [-0.2306, -0.8008, 1.7720]], "lumo_ev": [0.71, 0.16], "e_homo_ev": [-7.42, -6.79], "energy_ha": -478.3860, "e_above_lowest_ev": 5.735, "charge": 0}

Among the records above, which one has the highest charge?
C7H11N5